# C18H18FN5O2S

One molecule with the formula C18H18FN5O2S at a distorted geometry (ωB97M-V/def2-TZVPD, OMol25).

```
45
Properties=species:S:1:pos:R:3:forces:R:3
H -0.044126 3.763118 5.165117 0.00 0.14 0.21
C -2.530289 -4.631153 -2.182617 -0.21 0.22 0.07
C -0.808152 -0.966541 -2.232892 0.14 0.31 0.28
C 4.481135 3.506289 -0.186758 -0.14 -0.06 0.08
H 5.145817 5.026702 1.159107 0.08 0.07 0.01
C -1.984700 -3.955534 -0.927558 0.24 -0.18 -0.13
C -1.163669 0.579790 1.561082 0.45 0.13 -0.25
C 2.479925 2.341093 0.379681 -0.06 0.04 0.14
N 1.272674 3.659899 3.566285 0.26 0.54 0.55
C 4.393302 4.281616 0.956747 0.06 -0.15 -0.28
H 0.536816 -0.764505 -0.515201 0.02 0.03 -0.04
H -2.811814 0.150767 2.703159 0.08 0.12 0.07
C -1.308373 -2.925124 -3.544217 -0.31 0.16 -0.41
H 1.734170 1.594446 0.168283 0.03 -0.02 -0.06
N 1.316119 2.935465 2.429078 -0.89 -0.51 0.23
H -0.267436 -2.777144 -0.352010 0.08 0.00 -0.07
H 3.636766 1.954816 -1.387458 0.02 -0.05 -0.09
H -1.393427 -2.141767 -4.298176 0.09 -0.16 0.07
H -3.502308 -5.079664 -1.973265 0.02 -0.09 -0.01
O -1.052965 -0.239562 -3.175808 -0.09 0.27 -0.10
C -2.654512 -3.607178 -3.307751 0.25 -0.19 -0.01
H 3.230062 4.666000 2.718896 0.04 0.05 0.02
C -0.394216 -0.348779 -0.899545 -0.12 0.22 0.30
H -0.290054 0.725018 -1.049757 0.05 -0.19 -0.09
F 5.515133 3.696679 -1.030501 -0.03 0.00 0.02
C -1.730960 1.586210 3.731430 0.17 0.01 -0.14
H -0.564669 -3.660448 -3.869555 0.00 0.02 -0.01
N -0.063559 1.234164 1.369277 0.01 -0.12 -0.21
H 0.072021 -4.007550 -1.579689 0.01 0.05 0.09
N -0.842102 -2.308754 -2.315663 0.03 -0.35 -0.20
H -2.697125 -3.209615 -0.569627 -0.03 0.00 0.07
C -0.517725 2.324070 3.516775 0.46 0.02 -0.47
S -1.691830 -0.574951 0.362324 -0.22 -0.22 -0.28
H -3.391744 -2.849700 -3.035327 -0.05 0.05 -0.05
C 3.538336 2.539398 -0.486698 0.30 0.25 0.01
H -1.828710 -4.688128 -0.134975 -0.02 0.01 0.08
H -1.850825 -5.429752 -2.490270 0.01 -0.08 -0.01
H -2.983759 -4.088579 -4.228912 -0.05 0.03 -0.04
C 0.244731 2.109662 2.357314 -0.71 0.04 0.83
C 0.196682 3.313122 4.223799 -0.07 -0.22 -0.26
C 3.333890 4.082462 1.818969 -0.17 -0.12 0.00
N -1.967516 0.708543 2.645653 -0.19 -0.18 -0.08
C -0.658308 -3.260591 -1.244607 -0.12 -0.15 0.43
O -2.508054 1.623123 4.653221 -0.14 0.05 0.22
C 2.375349 3.112569 1.532641 0.74 0.20 -0.52
```
Forces are in eV/Å.

## Properties
E_LUMO = 0.34 eV
total energy = -44057.664 eV
highest occupied orbital energy = -8.6 eV
SMILES string = O=C(CSc1nc2c(cnn2-c2ccc(F)cc2)c(=O)[nH]1)N1CCCCC1
energy above the lowest of the compared OMol25 structures with the same formula, charge and spin = 0.00 kJ/mol

Here are the Löwdin charges for atoms 1 to 6, given in e: 0.119, -0.203, -0.524, -0.280, 0.119, -0.181



# C30H35As2Cl3FeN5Si

C30H35As2Cl3FeN5Si as an isolated structure (ωB97M-V/def2-TZVPD, OMol25).

```
77
Properties=species:S:1:pos:R:3:forces:R:3
H -3.607652 0.878709 0.484408 -0.01 0.02 0.00
H -1.024261 -4.474722 0.501314 -0.01 0.00 0.00
N -3.337078 -2.289242 0.083310 0.02 -0.03 -0.03
C 3.652746 -1.191039 0.716879 -0.15 0.02 -0.03
C -2.064435 -2.719821 0.408986 -0.03 -0.02 0.00
C 1.351136 4.431785 2.917776 0.00 -0.01 0.00
H 1.582678 4.416753 3.974355 0.00 0.00 0.00
N -3.132660 -0.012131 0.553778 -0.02 0.02 0.09
H 8.503341 0.898048 0.932175 0.00 0.00 0.00
H 0.464342 4.517476 -0.846402 0.00 0.01 -0.01
H 3.313162 -3.792295 3.528812 0.01 0.00 0.01
H 5.366590 -2.336522 0.075562 0.03 -0.01 0.01
H 6.173432 0.138916 1.180089 0.00 -0.03 0.04
H 1.149927 0.406807 -1.610852 -0.01 -0.03 0.04
H -2.596832 -4.644973 -0.143810 -0.01 0.00 0.02
As 3.852078 0.044317 -0.703800 0.12 -0.03 0.18
N -1.168617 -1.925052 0.884548 0.00 0.06 0.08
C 6.130323 1.007440 -2.121878 -0.06 0.00 0.02
Fe -1.452875 -0.007006 1.715015 0.17 0.06 -0.61
H 1.976837 6.461858 2.649304 0.00 0.00 0.00
Si -2.984517 0.308164 4.047714 0.00 -0.10 0.14
C -1.691681 1.929738 -2.346891 0.01 -0.04 0.01
C 1.256594 5.609179 0.818329 0.00 0.00 -0.01
As -0.162859 1.723832 0.127375 -0.22 -0.01 0.15
C -1.543643 2.401856 -1.047596 -0.06 0.02 0.06
C -3.659468 3.286909 -2.621405 0.00 0.00 -0.01
C -5.575740 0.509659 -0.633770 -0.02 0.01 0.01
H 1.418201 6.511825 0.244273 0.00 0.00 0.00
H 0.631537 2.408983 2.896328 0.00 0.01 0.00
H -5.482538 -2.365395 -1.898537 0.01 0.00 0.01
H -3.937889 -2.986319 -0.320665 0.01 0.01 0.01
H -6.499304 0.459770 -1.200876 -0.01 0.00 0.01
H -4.224504 4.472210 -0.922655 0.00 0.01 0.01
C 4.442024 -3.180207 1.814996 0.01 0.01 -0.02
H -0.289979 -2.395583 1.064068 0.02 -0.07 0.01
H -2.353295 3.691498 0.476833 0.00 0.02 0.00
C 4.564397 -2.250352 0.797936 0.01 0.08 -0.04
H 9.318902 1.706628 -1.252440 0.00 0.00 0.00
H -6.870137 -1.634619 -1.093851 0.00 0.00 -0.02
Cl -2.787805 2.168016 2.926605 0.11 -0.04 -0.04
H -4.872583 1.134540 -1.189580 0.00 -0.02 0.00
H -0.987960 1.215606 -2.761209 -0.03 0.02 0.00
Cl -2.708835 0.964873 5.960833 -0.02 0.08 0.13
C 2.674185 1.587348 -0.530959 -0.14 -0.10 -0.14
C 0.727312 4.485718 0.205196 0.00 -0.03 0.02
C 1.285314 1.394133 -1.170035 0.02 0.07 0.06
H 1.869989 -0.288771 1.571315 -0.07 0.12 -0.02
H -4.472623 3.643515 -3.239786 0.00 0.00 0.00
C 0.511238 3.327963 0.952103 -0.01 0.01 0.03
C 2.588905 -1.094291 1.623450 0.18 -0.10 -0.04
C 1.569593 5.579990 2.173221 0.01 0.01 0.00
H 1.131552 2.123377 -1.965417 0.10 -0.03 -0.02
H -2.847655 2.020384 -4.150680 0.00 0.00 0.00
C -2.746219 2.376502 -3.133749 -0.01 -0.01 -0.01
C 5.677177 0.546099 -0.884560 0.01 0.05 0.00
H 3.220577 2.401556 -1.004471 0.02 0.00 0.01
H -5.790411 0.973994 0.331552 0.00 -0.01 0.01
H 2.624479 1.823237 0.535976 0.09 -0.05 0.03
C -3.831548 -0.993126 0.069548 -0.07 0.00 -0.05
C 3.404770 -3.066641 2.731392 0.00 -0.05 0.03
N -5.054723 -0.845714 -0.470098 0.08 0.02 -0.01
C 7.443960 1.423772 -2.248237 0.00 0.00 0.00
H -5.897692 -2.769879 -0.202581 -0.02 0.01 0.00
C 6.528959 0.490768 0.221745 -0.03 -0.02 -0.07
C -2.466953 3.310918 -0.531358 0.04 0.00 -0.05
C -3.520600 3.752467 -1.319385 0.02 0.00 -0.01
C 2.481535 -2.031516 2.637393 -0.07 0.04 0.00
H 5.152292 -3.991325 1.895967 0.01 0.00 -0.02
N -1.858352 -4.033348 0.156035 0.04 0.00 -0.02
C 7.838030 0.920655 0.079920 0.00 -0.01 0.02
H 1.681660 -1.942629 3.361651 0.04 0.00 -0.02
H 5.468932 1.034922 -2.979506 0.01 0.00 0.00
C -5.849650 -1.972543 -0.946795 -0.02 -0.02 0.00
C 0.820302 3.300527 2.308817 -0.01 0.01 -0.01
H 7.807813 1.778678 -3.202471 -0.01 0.00 0.00
C 8.293041 1.379614 -1.149295 0.01 0.01 -0.01
Cl -0.293385 -0.127271 3.665818 -0.11 0.04 0.09
```
Forces are in eV/Å.

## Properties
E_LUMO (alpha / beta) = -4.34 / -7.91 eV
<S²> = 8.772
total energy = -240628.257 eV
2S+1 = 6
highest occupied orbital energy (alpha / beta) = -13.2 / -13.2 eV
net charge = +2
energy above the lowest of the compared OMol25 structures with the same formula, charge and spin = 117.56 kJ/mol

Here are the Löwdin charges for atoms 1 to 6, given in e: 0.026, 0.121, 0.172, -0.390, -0.464, -0.059



# C38H32Cl2NO3S

A 2-piece molecular cluster, C38H32Cl2NO3S overall at a distorted geometry (ωB97M-V/def2-TZVPD, OMol25).

```
77
Properties=species:S:1:pos:R:3:forces:R:3
N 0.302393 -0.166694 1.544631 0.02 1.64 0.61
H 1.615906 2.470965 -2.705075 0.34 -0.10 0.02
C 2.112076 -3.333755 -0.690856 -0.13 0.05 0.37
H 1.183634 -1.324379 -2.665019 0.04 0.20 0.39
C -3.713845 -0.337564 -2.498593 0.16 -0.04 0.20
H 2.055970 2.230426 0.459479 0.12 -0.04 0.21
H -3.650614 -1.427357 -2.473858 -0.10 0.30 0.12
C 4.422184 2.790949 2.866171 -0.22 -0.14 -0.01
C 1.670651 -4.589216 -0.249038 -0.01 0.16 0.06
H 0.744487 -1.381950 3.214058 0.11 -0.01 -0.19
H -6.523986 -3.518635 0.262815 0.38 0.10 0.04
S 0.064535 1.448771 2.411028 0.02 -1.54 -0.99
H -4.412140 -4.770435 -0.188435 0.03 0.33 0.11
C 3.645371 -0.287069 -2.842578 -0.45 0.25 0.11
C 2.329752 2.060752 3.861270 -0.06 -0.22 -0.13
C 3.657334 2.466182 3.988544 -0.35 -0.03 0.01
H -6.058785 1.143925 0.775403 0.17 -0.05 0.23
H -1.230731 -1.280040 -1.909372 -0.10 0.18 -0.29
C 0.958832 -3.605159 1.848365 -0.02 0.08 -0.38
H 5.867270 4.168808 3.659306 -0.04 -0.12 -0.10
C -4.279511 -1.009631 0.755500 -0.04 -0.48 -0.30
H 1.784900 -5.462273 -0.895548 -0.05 0.28 0.24
O -0.635913 2.198320 1.406119 0.43 -0.01 0.67
H 4.442754 2.904722 0.710689 -0.22 -0.02 0.26
C -0.052920 0.412011 -2.478147 1.13 0.07 0.05
C 2.522193 1.867069 -2.739469 0.35 -0.30 0.08
H 6.282502 3.498942 2.072656 0.03 -0.01 0.10
H 5.804097 -0.220735 -2.875571 -0.19 0.08 -0.02
H -5.842109 0.391598 2.398790 0.22 0.16 -0.22
C 3.756661 2.509526 -2.764578 -0.23 -0.26 0.03
C 3.845302 2.673067 1.595978 -0.28 -0.01 -0.02
C -3.852857 2.451789 -2.689424 0.36 -0.19 0.09
H -4.989475 1.918118 1.993060 -0.08 -0.17 -0.09
Cl 6.452374 2.544530 -2.745628 0.11 0.05 -0.01
H 3.815460 3.595817 -2.755178 -0.01 -0.24 0.00
H 1.729743 1.820143 4.738073 0.14 0.04 -0.22
C -4.372301 -3.710448 0.068337 -0.07 -0.16 0.01
C 1.182775 -1.128237 2.238535 -0.05 -0.04 0.23
C -3.138435 -3.063331 0.129084 0.05 0.36 -0.16
C 2.430405 0.446735 -2.746223 0.96 0.61 -0.36
H 0.763758 -5.701656 1.373057 0.13 0.28 -0.14
O -0.501168 1.151404 3.698719 0.43 0.35 -0.62
H -0.077128 1.480406 -2.706624 0.01 -0.42 0.33
C 5.832312 3.267066 3.038987 0.21 0.04 -0.05
H -6.437283 -1.138930 0.944335 0.36 -0.27 -0.14
C -0.792163 -0.601585 0.944599 -1.47 -0.25 -0.54
C 1.964151 -2.216605 0.136665 -0.09 -0.42 -0.29
H -3.919867 3.532844 -2.782537 0.02 -0.22 0.07
H 2.580266 -3.226467 -1.670551 -0.11 -0.12 0.24
C -5.517774 -1.675523 0.699863 0.51 0.21 0.01
C 1.098303 -4.724336 1.020658 0.11 0.13 -0.04
C -5.351167 0.967314 1.599817 0.44 -0.29 -0.29
C 1.767215 1.949144 2.582937 0.07 0.38 0.08
C -5.019966 1.679740 -2.730550 0.69 -0.63 0.15
C 1.363943 -2.352204 1.386369 0.24 -0.22 0.21
H 0.522547 -3.683621 2.846889 0.08 -0.08 -0.34
H 3.595931 -1.375176 -2.907704 0.07 0.27 0.08
O -4.166530 0.287342 1.110576 -0.40 0.35 0.24
C 2.515198 2.280979 1.446799 -0.03 -0.15 0.09
C -3.060765 -1.691111 0.415321 -1.58 0.35 -0.03
H 2.140772 -0.624194 2.412304 -0.17 -0.08 -0.05
H -2.200869 -3.597473 -0.047301 -0.35 0.07 -0.05
H 4.106761 2.538017 4.980962 -0.18 0.02 -0.27
C -1.833536 -0.955744 0.376717 1.79 0.06 1.50
C -2.520983 0.418809 -2.376606 -0.60 0.49 0.16
C -2.622639 1.829603 -2.506291 -0.33 -0.08 -0.07
C -5.556184 -3.015740 0.331532 0.17 -0.14 -0.04
C -1.255600 -0.216401 -2.142159 -0.11 -0.46 -0.98
C 1.173122 -0.232980 -2.615274 -1.21 0.24 0.12
C 4.937088 1.752076 -2.786967 -0.76 -0.56 0.00
H -1.725203 2.444445 -2.446941 -0.38 -0.08 0.08
C 4.879937 0.349314 -2.839455 -0.16 0.28 -0.02
H 2.295205 -1.226980 -0.183631 -0.03 -0.24 0.03
H 6.448038 2.510817 3.536567 -0.09 0.07 -0.08
Cl -6.543465 2.449938 -2.832747 -0.11 0.04 -0.08
C -4.946999 0.278574 -2.663410 0.11 0.24 -0.04
H -5.861194 -0.307377 -2.730221 0.24 0.10 0.01
```
Forces are in eV/Å.

## Properties
E_LUMO = -5.10 eV
total energy = -83428.429 eV
highest occupied orbital energy = -10.0 eV
net charge = +1

Here are the Löwdin charges for atoms 1 to 6, given in e: -0.122, 0.114, -0.081, 0.124, 0.003, 0.110



# C4H12NO2

A 2-piece molecular cluster, C4H12NO2 overall at a distorted geometry (ωB97M-V/def2-TZVPD, OMol25).

```
19
Properties=species:S:1:pos:R:3:forces:R:3
H 0.216178 0.373140 1.521586 -0.50 0.05 0.11
H -1.488004 1.837577 0.630834 -0.12 0.31 0.02
H -1.388273 -2.715957 0.142585 0.19 -0.49 -0.63
H -0.487248 3.123191 0.897046 -0.53 0.04 -0.09
O 0.201155 -2.625044 -1.025855 0.64 1.36 -0.88
O -2.373115 -2.699818 0.106322 0.14 0.06 0.73
H 1.152115 1.728772 1.814029 0.44 0.56 -0.25
H -0.748901 -0.036767 -0.746507 -0.09 -0.74 -0.05
C 0.888632 -1.464116 -0.547430 -1.17 -2.99 0.97
C 0.398287 1.375467 1.120443 -0.32 -1.46 0.29
H 0.716082 -1.790666 0.506603 0.55 2.02 0.51
C 0.323300 -0.131916 -0.995597 -1.41 1.39 0.00
N -0.790382 2.222884 1.261542 0.44 -0.18 -0.07
H 0.667128 2.060454 -0.860658 0.03 -0.20 -0.34
H -2.451717 -1.988621 -0.523268 -0.24 0.26 -0.49
H 1.996302 1.042363 -0.243395 -0.84 0.12 -0.34
H 0.298165 0.013118 -2.099656 0.52 -0.45 0.52
C 0.870437 1.128506 -0.318025 2.35 0.36 0.54
H 1.999861 -1.452567 -0.640600 -0.08 0.01 -0.55
```
Forces are in eV/Å.

## Properties
E_LUMO = 3.80 eV
total energy = -9926.829 eV
highest occupied orbital energy = -2.5 eV
net charge = -1
energy above the lowest of the compared OMol25 structures with the same formula, charge and spin = 134.61 kJ/mol

Here are the Löwdin charges for atoms 1 to 6, given in e: 0.099, 0.055, -0.004, 0.049, -0.426, -0.124